[1]
# C15H33N2O8

A 3-piece molecular cluster, C15H33N2O8 overall (ωB97M-V/def2-TZVPD, the Open Molecules 2025 dataset).

Values from the calculation:
F_max: 9.087 eV Å⁻¹
HOMO level: -2.3 eV
Net charge: -1
Orbital gap: 4.93 eV

Each line ends with the Mulliken charge.
Geometry (Å):
O  4.44  -5.29  -1.51  -0.5813
C  3.58  -4.26  -1.29  0.5215
N  2.36  -3.63  -1.01  -0.3501
N  1.78  -3.19  -2.20  -0.4663
C  0.54  -4.04  -2.53  -0.5101
C  -0.77  -3.62  -1.61  0.0153
O  -1.57  -4.76  -1.13  -0.5698
H  0.26  -3.77  -3.65  0.1705
H  0.83  -5.19  -2.43  0.3573
H  -1.48  -2.93  -2.26  0.0777
H  -0.45  -2.95  -0.69  0.0535
H  -1.17  -5.65  -1.43  0.2905
C  -6.93  -0.61  -0.21  -0.7757
O  -5.71  -0.54  0.50  -0.2261
C  -4.65  -1.22  -0.18  -0.6193
C  -3.29  -0.81  0.40  -0.2509
O  -2.82  0.44  -0.11  -0.3880
C  -3.47  1.61  0.41  -0.4644
C  -3.05  1.94  1.84  -0.5503
O  -3.77  1.13  2.77  -0.2498
C  -3.15  1.11  4.05  -0.7691
H  -7.24  -1.65  -0.34  0.3067
H  -7.70  -0.08  0.37  0.2274
H  -6.83  -0.12  -1.18  0.3243
H  -4.68  -0.98  -1.25  0.3430
H  -4.80  -2.29  -0.03  0.4242
H  -2.55  -1.55  0.08  0.2473
H  -3.29  -0.81  1.49  0.2110
H  -4.56  1.53  0.31  0.2023
H  -3.15  2.43  -0.24  0.3895
H  -3.28  2.99  2.06  0.4256
H  -1.97  1.78  1.95  0.3448
H  -2.15  0.66  3.98  0.3271
H  -3.75  0.49  4.71  0.2268
H  -3.08  2.12  4.46  0.3103
C  1.04  0.88  -1.51  -0.5903
O  2.27  0.95  -0.80  -0.2615
C  3.32  0.27  -1.48  -0.2873
C  4.68  0.67  -0.90  -0.4441
O  5.15  1.93  -1.41  -0.4748
C  4.50  3.09  -0.90  -0.3856
C  4.92  3.43  0.54  -0.5877
O  4.21  2.62  1.47  -0.1967
C  4.83  2.59  2.75  -0.7856
H  0.73  -0.17  -1.64  0.2078
H  0.28  1.40  -0.93  0.1365
H  1.14  1.37  -2.48  0.3213
H  3.30  0.50  -2.55  0.3511
H  3.17  -0.81  -1.33  0.2295
H  5.42  -0.07  -1.22  0.3814
H  4.68  0.67  0.19  0.1763
H  3.41  3.02  -1.00  0.1755
H  4.82  3.92  -1.54  0.3866
H  4.69  4.47  0.76  0.4195
H  6.00  3.26  0.64  0.3447
H  5.82  2.15  2.68  0.3176
H  4.22  1.98  3.41  0.2303
H  4.89  3.60  3.16  0.3100


[2]
# C15H33N3O4PSc

C15H33N3O4PSc as an isolated structure (ωB97M-V/def2-TZVPD, the Open Molecules 2025 dataset).

Values from the calculation:
F_max: 0.607 eV Å⁻¹
HOMO level: -13.2 eV
Net charge: +2
Orbital gap: 7.47 eV

Each line ends with the Mulliken charge.
Geometry (Å):
Sc  0.75  0.27  0.14  0.6952
C  0.98  -2.02  -2.79  -1.3597
C  2.28  -1.87  -2.04  1.3962
C  3.45  -1.62  -2.96  -1.6982
C  2.54  -3.01  -1.07  -1.3542
O  2.11  -0.62  -1.22  0.0487
H  0.99  -2.96  -3.36  0.4691
H  0.83  -1.21  -3.50  0.3165
H  0.12  -2.07  -2.11  0.2662
H  3.58  -2.48  -3.62  0.4513
H  4.38  -1.49  -2.40  0.4186
H  3.28  -0.74  -3.58  0.3594
H  2.68  -3.93  -1.64  0.4600
H  1.69  -3.17  -0.40  0.1394
H  3.43  -2.83  -0.47  0.3304
N  0.81  1.91  3.60  -0.2201
C  2.29  1.63  3.52  -0.8645
P  2.65  1.17  1.78  1.7676
O  1.72  2.01  0.89  -0.8543
O  2.21  -0.27  1.61  -0.6701
C  4.37  1.40  1.32  -0.7710
N  4.40  1.11  -0.12  -0.6344
H  0.24  1.04  3.55  0.2671
H  0.51  2.48  2.80  0.2024
H  0.57  2.41  4.45  0.4350
H  2.51  0.79  4.18  0.4661
H  2.83  2.51  3.86  0.4820
H  4.96  0.65  1.86  0.4527
H  4.74  2.39  1.60  0.4781
H  4.23  1.97  -0.65  0.2043
H  3.00  -0.30  -0.96  0.1776
H  5.32  0.78  -0.39  0.2812
C  -1.61  2.12  1.52  -1.1947
C  -1.48  0.70  1.98  0.1508
C  -2.17  0.11  3.02  -0.7055
C  -1.99  -1.29  2.90  -0.7471
C  -1.22  -1.51  1.79  0.5027
C  -0.66  -2.77  1.25  -1.2618
N  -0.88  -0.30  1.20  0.4093
H  -1.84  2.77  2.37  0.3812
H  -2.43  2.24  0.81  0.2977
H  -0.73  2.54  1.02  0.2158
H  -2.79  0.62  3.73  0.5151
H  -2.41  -2.05  3.55  0.5204
H  -1.20  -3.64  1.60  0.4543
H  0.39  -2.90  1.53  0.2014
H  -0.73  -2.79  0.15  0.2238
C  -0.83  3.50  -2.14  -1.1969
C  -0.82  2.01  -2.23  0.8688
C  -1.54  1.35  -3.35  -1.1739
O  -0.23  1.35  -1.38  -0.6649
H  -0.35  3.91  -3.03  0.4107
H  -0.33  3.84  -1.24  0.2379
H  -1.87  3.85  -2.17  0.3914
H  -1.29  1.84  -4.30  0.4175
H  -2.61  1.51  -3.19  0.3673
H  -1.33  0.29  -3.39  0.2396


[3]
# C15H33O6SeSiZr

C15H33O6SeSiZr as an isolated structure (ωB97M-V/def2-TZVPD, the Open Molecules 2025 dataset).

Values from the calculation:
F_max: 3.173 eV Å⁻¹
HOMO level: -17.3 eV
Net charge: +3
Orbital gap: 8.73 eV

Each line ends with the Mulliken charge.
Geometry (Å):
Zr  -0.22  0.95  0.10  0.6660
C  -2.17  -0.69  -1.66  -0.3788
C  -2.50  -1.04  -0.19  -0.4112
O  -2.08  0.01  0.71  -0.2894
C  -3.08  0.93  1.20  -0.5721
C  -2.94  2.30  0.51  -0.4700
O  -1.54  2.63  0.31  -0.2524
C  -0.90  3.46  1.31  -0.3400
C  -0.58  2.65  2.59  -0.5821
O  -0.30  1.28  2.21  -0.1952
C  0.87  0.65  2.79  -0.5247
C  2.14  1.17  2.07  -0.6054
O  1.70  1.77  0.83  -0.1898
C  2.72  1.81  -0.19  -0.8149
C  2.09  2.52  -1.38  -0.5130
O  0.70  2.08  -1.44  -0.3287
C  0.02  2.09  -2.72  -0.5540
C  -0.62  0.72  -2.86  -0.6657
O  -1.43  0.56  -1.67  -0.2839
H  -3.06  -0.57  -2.27  0.4957
H  -1.54  -1.48  -2.08  0.2498
H  -1.94  -1.92  0.11  0.0633
H  -3.56  -1.25  -0.06  0.5384
H  -2.93  1.00  2.28  0.2257
H  -4.09  0.55  1.03  0.6225
H  -3.43  3.07  1.10  0.5870
H  -3.38  2.28  -0.48  0.2736
H  -1.53  4.31  1.55  0.5769
H  0.00  3.85  0.84  0.1660
H  -1.43  2.65  3.26  0.4578
H  0.27  3.11  3.09  0.4050
H  0.74  -0.41  2.61  0.2757
H  0.91  0.82  3.86  0.5229
H  2.82  0.34  1.87  0.4200
H  2.67  1.92  2.67  0.4447
H  3.01  0.79  -0.45  0.3049
H  3.59  2.36  0.16  0.4930
H  2.61  2.25  -2.30  0.5301
H  2.10  3.60  -1.27  0.3514
H  0.72  2.28  -3.53  0.6268
H  -0.74  2.87  -2.70  0.2360
H  0.14  -0.06  -2.89  0.2581
H  -1.25  0.67  -3.76  0.5439
C  1.01  -4.22  -2.21  -0.9503
Si  1.28  -4.34  -0.38  0.4875
C  2.98  -4.38  0.34  -0.9264
C  -0.18  -4.67  0.72  -0.9649
Se  0.84  -1.22  -0.18  -0.2065
H  1.51  -5.04  -2.73  0.4026
H  1.44  -3.29  -2.59  0.2996
H  -0.05  -4.26  -2.47  0.3395
H  3.38  -5.40  0.32  0.4095
H  2.98  -4.06  1.39  0.3465
H  3.67  -3.74  -0.22  0.3460
H  -0.04  -5.61  1.27  0.4221
H  -1.11  -4.77  0.15  0.3427
H  -0.30  -3.88  1.46  0.2882


[4]
# C15H33S3SbYb

C15H33S3SbYb as an isolated structure (ωB97M-V/def2-TZVPD, the Open Molecules 2025 dataset).

Values from the calculation:
F_max: 2.972 eV Å⁻¹
HOMO level (spin up / spin down): -17.3 / -17.4 eV
Spin multiplicity: 2
Net charge: +3
Orbital gap (spin up / spin down): 8.36 / 6.53 eV

Each line ends with the Mulliken spin population.
Geometry (Å):
Yb  12.32  8.38  6.82  -0.0010
C  14.99  9.32  5.82  0.0000
C  14.13  8.32  5.02  0.0000
S  13.83  6.51  5.40  0.0001
C  13.49  5.99  7.04  0.0001
C  14.18  6.77  8.25  0.0000
S  13.06  7.75  9.41  0.0000
C  13.53  9.53  9.68  0.0000
C  14.56  10.09  8.65  0.0000
S  14.10  10.61  6.94  0.0000
H  15.74  8.85  6.43  0.0000
H  15.44  10.02  5.09  0.0000
H  13.07  8.70  4.87  0.0000
H  14.53  8.18  4.04  0.0000
H  12.36  5.99  7.11  0.0000
H  13.83  4.91  6.97  0.0000
H  14.62  5.98  8.91  0.0000
H  15.01  7.38  7.96  0.0000
H  12.58  10.06  9.49  0.0000
H  13.88  9.65  10.71  0.0000
H  15.09  11.02  9.03  0.0000
H  15.39  9.38  8.45  0.0000
C  4.09  5.83  8.42  0.0043
C  5.34  5.51  7.62  0.1424
C  6.29  4.60  8.40  -0.0038
Sb  6.17  7.51  7.06  0.6108
C  8.30  7.19  6.71  0.0363
C  9.14  8.51  6.66  0.0193
C  8.58  6.29  5.38  0.0098
C  5.49  8.05  5.01  0.0905
C  5.95  9.43  4.64  0.0293
C  3.93  7.95  5.23  0.0036
H  3.44  4.91  8.33  0.0059
H  3.44  6.62  7.96  -0.0027
H  4.28  6.17  9.43  0.0095
H  5.16  5.26  6.58  0.0174
H  6.93  5.21  9.05  0.0078
H  7.01  4.14  7.64  -0.0001
H  5.83  3.79  8.98  0.0092
H  8.56  6.63  7.62  -0.0170
H  8.54  9.46  6.59  0.0069
H  9.78  8.47  5.80  -0.0044
H  9.75  8.70  7.57  -0.0007
H  7.86  5.49  5.20  0.0024
H  9.56  5.83  5.50  0.0042
H  8.50  6.89  4.47  0.0018
H  5.99  7.30  4.39  0.0147
H  5.31  10.22  5.12  0.0013
H  5.88  9.66  3.54  0.0014
H  6.99  9.61  4.94  -0.0038
H  3.53  8.69  6.03  -0.0014
H  3.62  6.95  5.56  -0.0024
H  3.45  8.10  4.26  0.0085


[5]
# C15H34GaO9

C15H34GaO9 as an isolated structure (ωB97M-V/def2-TZVPD, the Open Molecules 2025 dataset).

Values from the calculation:
F_max: 0.363 eV Å⁻¹
HOMO level: -4.1 eV
Net charge: -1
Orbital gap: 6.24 eV

Each line ends with the Mulliken charge.
Geometry (Å):
C  8.85  -0.03  -1.33  -0.7116
O  7.68  -0.80  -1.29  -0.3862
C  6.82  -0.51  -2.41  -0.5767
Ga  5.46  0.99  -2.08  0.1462
C  3.58  0.22  -1.73  -0.6814
O  2.66  1.16  -1.09  -0.2136
O  2.87  2.46  -1.65  -0.3973
H  9.37  -0.16  -0.37  0.2288
H  8.62  1.03  -1.45  0.2675
H  9.50  -0.35  -2.16  0.2919
H  6.37  -1.47  -2.72  0.3333
H  7.45  -0.20  -3.26  0.2699
H  5.96  1.86  -0.80  -0.2387
H  5.41  1.98  -3.36  -0.2787
H  3.58  -0.61  -1.01  0.3092
H  3.09  -0.12  -2.66  0.2892
H  3.27  2.92  -0.90  0.3072
O  0.20  2.67  2.69  -0.6133
C  -0.37  2.01  1.87  0.7548
O  -1.33  1.15  2.30  -0.3973
C  -2.17  0.41  1.41  -0.4561
C  -1.51  -0.84  0.87  -0.9756
C  -0.05  2.08  0.40  -0.7900
H  -2.53  1.06  0.61  0.3996
H  -3.04  0.15  2.02  0.4402
H  -0.63  -0.61  0.27  0.2283
H  -2.21  -1.40  0.25  0.2717
H  -1.19  -1.48  1.69  0.2918
H  0.83  1.47  0.20  0.2555
H  0.20  3.11  0.15  0.3699
H  -0.85  1.75  -0.26  0.2634
O  -1.50  -3.00  -1.43  -0.5204
C  -1.52  -4.13  -1.03  0.8504
O  -0.87  -4.41  0.11  -0.3408
C  -0.91  -5.70  0.73  -0.4632
C  0.09  -6.66  0.12  -0.9828
C  -2.21  -5.24  -1.80  -1.1401
H  -1.92  -6.10  0.73  0.3565
H  -0.65  -5.50  1.77  0.3477
H  -0.13  -6.86  -0.93  0.2722
H  0.07  -7.61  0.66  0.3563
H  1.09  -6.25  0.18  0.3183
H  -1.55  -5.56  -2.60  0.2851
H  -3.11  -4.82  -2.24  0.3052
H  -2.49  -6.10  -1.20  0.3645
O  -5.75  1.56  2.30  -0.5709
C  -5.39  2.71  2.19  0.7330
O  -6.23  3.58  1.58  -0.3740
C  -5.95  4.98  1.49  -0.4063
C  -5.02  5.30  0.33  -0.8764
C  -4.04  3.17  2.66  -0.6574
H  -5.56  5.35  2.44  0.3730
H  -6.92  5.44  1.33  0.3009
H  -4.05  4.83  0.45  0.2125
H  -4.88  6.38  0.25  0.3420
H  -5.45  4.94  -0.60  0.2952
H  -3.30  2.90  1.90  -0.0375
H  -3.79  2.64  3.57  0.3339
H  -3.96  4.24  2.85  0.3212


[6]
# C15H35ClN5O9

A 6-piece molecular cluster, C15H35ClN5O9 overall (ωB97M-V/def2-TZVPD, the Open Molecules 2025 dataset).

Values from the calculation:
F_max: 1.110 eV Å⁻¹
HOMO level: -6.6 eV
Net charge: -1
Orbital gap: 9.04 eV

Each line ends with the Mulliken charge.
Geometry (Å):
Cl  0.42  0.45  -1.96  1.5618
O  -1.02  0.36  -1.89  -0.6760
O  0.92  -0.08  -3.20  -0.7009
O  0.83  1.83  -1.80  -0.6135
O  0.95  -0.35  -0.85  -0.5613
C  4.09  -1.33  -0.81  -0.6222
C  4.78  -2.50  -0.17  0.5237
O  5.35  -3.35  -0.83  -0.6876
N  4.81  -2.56  1.20  -0.1649
C  4.10  -1.71  2.14  -0.8584
H  4.82  -0.70  -1.31  0.3543
H  3.51  -0.73  -0.11  0.1272
H  3.43  -1.72  -1.58  0.1600
H  5.21  -3.42  1.54  0.2296
H  4.15  -0.67  1.83  0.3300
H  4.62  -1.75  3.10  0.3529
H  3.05  -1.99  2.28  0.2651
C  -0.33  8.36  -0.48  -1.1482
C  -0.05  6.86  -0.47  0.7054
O  -0.87  6.07  -0.06  -0.6058
N  1.19  6.51  -0.88  -0.1788
C  1.69  5.13  -0.84  -0.6718
H  0.46  8.87  0.07  0.3306
H  -1.27  8.49  0.04  0.3078
H  -0.44  8.73  -1.50  0.2951
H  1.84  7.21  -1.17  0.1950
H  2.20  4.92  -1.78  0.3218
H  0.83  4.47  -0.78  0.1558
H  2.39  5.00  -0.01  0.2891
C  -6.83  -2.75  0.01  -1.0788
C  -5.41  -2.39  0.39  0.5983
O  -5.00  -2.52  1.54  -0.6338
N  -4.62  -1.97  -0.63  -0.1634
C  -3.22  -1.57  -0.41  -0.7054
H  -7.16  -3.49  0.75  0.3080
H  -6.87  -3.23  -0.96  0.3270
H  -7.51  -1.91  0.11  0.2586
H  -5.07  -1.61  -1.45  0.2637
H  -2.80  -1.45  -1.40  0.2628
H  -2.71  -2.36  0.13  0.1552
H  -3.18  -0.63  0.14  0.4040
C  -0.12  -0.97  2.33  -0.1950
C  -0.28  0.51  2.57  0.6500
O  -0.92  0.94  3.51  -0.7245
N  0.30  1.27  1.61  0.1526
C  0.16  2.70  1.45  -0.9289
H  -1.13  -1.34  2.16  0.1104
H  0.31  -1.45  3.21  0.3931
H  0.52  -1.18  1.47  -0.2671
H  0.70  0.72  0.85  -0.0982
H  -0.56  2.96  0.68  0.3161
H  1.14  3.09  1.15  0.2330
H  -0.09  3.16  2.40  0.3952
C  -1.07  -3.41  -2.55  -0.9416
C  -0.64  -4.03  -1.25  0.8118
O  -1.20  -5.04  -0.83  -0.7181
N  0.34  -3.43  -0.55  0.2061
C  0.90  -4.06  0.62  -0.8920
H  -0.68  -2.39  -2.69  0.1381
H  -2.15  -3.33  -2.60  0.2829
H  -0.68  -3.99  -3.39  0.3286
H  0.76  -2.59  -0.93  -0.0272
H  0.23  -4.04  1.48  0.2893
H  1.79  -3.50  0.94  0.0981
H  1.11  -5.11  0.43  0.3756